[1]
Formula: C4H11N2O2
Source: the OMol25 dataset
Level of theory: the ωB97M-V functional and the def2-TZVPD basis

Geometry (Å):
H: 0.3375 0.7187 -3.0599
H: -2.2775 -2.1184 1.7719
C: 0.4944 1.1388 -2.0582
H: 0.3006 -0.7166 -1.2770
H: 2.3419 1.6888 -2.0347
H: -2.6018 -0.8449 0.5539
H: 1.4692 -1.4509 0.8258
H: 1.5661 0.9891 0.6205
H: -0.1928 1.0473 0.4996
O: -1.7278 -0.2261 2.2718
N: 0.8496 0.1293 -1.1396
N: -0.6112 -1.5971 0.6258
H: -0.4135 1.6856 -1.8367
C: -1.8954 -1.1654 1.3459
H: -0.4178 -2.5762 0.7807
O: 1.4944 2.1516 -2.1182
C: 0.6816 0.4421 0.2894
C: 0.5753 -0.8690 1.0534
H: 0.4775 -0.5786 2.1071

Atomic forces in eV per Å
H 0.175 -0.288 0.044
H -0.280 -0.369 -0.136
C 0.043 0.354 -0.593
H -0.081 0.010 -0.181
H -0.270 0.024 0.006
H -0.047 -0.153 -0.349
H 0.069 -0.189 0.222
H 0.024 0.113 0.151
H -0.371 0.114 -0.024
O 0.150 -0.154 -0.113
N -0.071 -0.479 0.370
N 0.605 -0.210 -0.494
H -0.454 0.258 0.433
C 0.048 0.588 0.858
H -0.293 -0.103 0.139
O 0.400 0.064 -0.049
C 0.695 -0.120 -0.420
C -0.603 0.826 0.099
H 0.261 -0.290 0.038

The value obtained for the LUMO energy is 3.702 eV. The total charge is -1. As for the orbital gap: 6.22 eV. As for the SMILES: [O-]CNCCNCO.

[2]
Formula: C4H11N2O2
Source: the OMol25 dataset
Level of theory: the ωB97M-V functional and the def2-TZVPD basis

Geometry (Å):
H: -0.3591 0.7616 1.2603
C: -1.5806 -2.0250 0.6679
N: -0.4389 -1.8222 -0.2350
C: -0.7256 1.1884 -0.8325
H: -2.1162 -2.8968 0.2921
H: -2.3075 -1.2300 0.5120
H: 1.6487 1.8121 -0.4471
H: -1.2881 -2.2542 1.6973
H: 1.9898 0.0360 0.2308
H: -1.7545 2.8850 -0.5020
O: -0.8504 2.6025 -0.6364
H: -1.6950 0.7933 -0.8650
C: 0.4999 -0.8675 0.2006
C: 0.0947 0.6109 0.2778
H: -0.2709 0.9834 -1.7991
O: 1.8095 -1.0100 0.0146
N: 1.4527 1.1853 0.3226
H: 1.6144 1.7143 1.1670
H: 0.0058 -2.7059 -0.3900

Atomic forces in eV per Å
H -0.378 0.436 -0.191
C -0.005 -0.655 -1.050
N -0.088 0.198 0.101
C 0.348 1.099 0.052
H 0.004 -0.191 0.015
H 0.139 0.348 0.683
H -0.130 0.031 -0.137
H -0.160 0.551 0.100
H 1.242 -0.830 -0.375
H -0.172 -0.271 -0.039
O 0.681 0.320 -0.173
H -1.334 -1.067 0.049
C -1.099 -0.187 0.532
C 0.870 -1.057 0.635
H 0.243 0.096 -0.138
O -0.056 -1.691 -0.505
N -0.467 3.015 0.538
H -0.038 0.113 0.085
H 0.401 -0.259 -0.182

The value obtained for the LUMO energy (alpha / beta) is 0.666 / 0.645 eV. The total charge is 0. As for the orbital gap (alpha / beta): 5.61 / 9.85 eV. The spin multiplicity is 2.

[3]
Formula: C4H11N2O2
Source: the OMol25 dataset
Level of theory: the ωB97M-V functional and the def2-TZVPD basis

Geometry (Å):
C: -1.2045 2.7030 0.0536
C: 2.5595 -2.7469 -0.3428
H: -2.2432 -0.0391 1.6208
O: 1.7812 -0.5376 -1.0066
N: -0.5240 0.3224 0.0344
H: 3.5178 -2.4417 0.0965
N: -2.3071 0.9650 1.3283
H: 2.4120 -3.8303 -0.5318
O: -0.7827 -1.0225 0.3487
H: -1.9543 2.9508 -0.7349
H: 0.3912 0.3283 -0.4955
H: -1.4870 3.4164 0.8785
H: 0.9674 -2.2800 -1.4447
H: 2.6797 -0.1728 -0.6754
H: -3.0079 1.5160 1.8519
C: -1.3012 1.3026 0.4564
H: -0.1464 2.9951 -0.1641
C: 1.7501 -1.8965 -0.8847
H: -1.1006 -1.5322 -0.3885

Atomic forces in eV per Å
C 0.819 2.233 0.226
C 2.179 -1.210 0.516
H -0.402 1.321 -0.329
O 2.601 1.504 1.110
N 0.425 -0.756 -1.444
H -0.464 -0.187 0.117
N 1.319 -1.927 -0.379
H -0.031 0.989 0.385
O 0.165 1.443 2.286
H 0.947 -0.438 0.138
H -0.762 0.552 0.396
H 0.183 -1.106 -0.437
H -1.716 -0.479 -0.948
H -2.052 -0.897 -0.755
H 1.118 0.099 -1.068
C -2.709 -1.316 2.506
H -1.023 -0.306 -0.487
C -0.228 0.252 -0.597
H -0.368 0.229 -1.236

The value obtained for the LUMO energy is -3.246 eV. The total charge is +1. As for the orbital gap: 9.63 eV.